{"formula": "C7H40NO13", "method": "the ωB97M-V functional and the def2-TZVPD basis", "gap_ev": 9.2, "homo_energy_ev": -11.51, "charge": 1, "energy_ha": -1323.20648, "e_above_lowest_kj_mol": 483.7, "symbols": ["C", "C", "C", "C", "C", "C", "C", "N", "H", "H", "H", "H", "H", "H", "H", "H", "H", "H", "H", "H", "H", "H", "H", "H", "O", "H", "H", "O", "H", "H", "O", "H", "H", "O", "H", "H", "O", "H", "H", "O", "H", "H", "O", "H", "H", "O", "H", "H", "O", "H", "H", "O", "H", "H", "O", "H", "H", "O", "H", "H", "O"], "xyz": [[-3.1527, 0.2067, -0.1888], [-2.4353, 0.1173, -1.5385], [-1.0828, -0.4117, -1.3808], [-0.0170, 0.1017, -0.7668], [1.2684, -0.5227, -0.6534], [1.6020, -1.7544, -0.2686], [2.9199, -2.3028, -0.6232], [-2.3857, 1.0830, 0.7303], [-3.4186, -0.8803, 0.1498], [-4.1721, 0.7240, -0.3846], [-2.4976, 1.0383, -2.1488], [-3.0803, -0.5268, -2.1565], [-1.0536, -1.4093, -1.8821], [-0.1530, 1.0614, -0.3311], [2.0897, 0.0252, -1.1817], [0.8938, -2.2760, 0.4515], [2.9663, -2.6874, -1.7274], [3.2609, -3.1878, -0.1574], [3.7144, -1.6111, -0.1931], [-1.7549, 1.8359, 0.3005], [-1.7822, 0.5076, 1.3499], [-3.1373, 1.6655, 1.3586], [3.1611, 2.9532, -2.8591], [3.0856, 1.4107, -2.2582], [3.3359, 2.3325, -2.1404], [-0.5321, 3.6839, -0.0896], [-0.4559, 3.4909, 1.5176], [-0.9646, 3.3365, 0.7133], [-0.4159, -0.7892, 2.2390], [0.0561, -2.0462, 1.4502], [-0.6931, -1.5349, 1.7403], [-3.1546, -2.8827, -2.4437], [-2.0978, -3.8835, -1.9995], [-2.2183, -3.0066, -2.3055], [0.9643, 0.7934, -2.9561], [0.7299, 0.4454, -4.4726], [1.4113, 0.7699, -3.8275], [5.1811, 0.4630, 1.3209], [3.9195, -0.4592, 1.4025], [4.2003, 0.4549, 1.3939], [0.3478, 0.3881, 3.2715], [0.5451, 1.2716, 2.1618], [-0.3163, 0.7754, 2.5596], [-4.6861, 0.3697, 3.1661], [-3.4059, -0.5667, 2.6638], [-3.7842, 0.2905, 2.9239], [2.7821, 1.4194, 2.3862], [2.1279, 2.5603, 1.5169], [1.9078, 1.9673, 2.2195], [2.7615, 3.3736, -0.5491], [3.6505, 3.7714, 0.6387], [2.7510, 3.5450, 0.3335], [-0.9248, 0.5790, 4.6952], [-1.0158, -0.9029, 4.7560], [-0.3648, -0.2203, 4.7538], [-0.9557, -5.2828, 0.3773], [-1.1572, -5.6170, -1.2432], [-1.4173, -4.9985, -0.4747], [-0.9308, -1.4490, -4.9487], [-1.7954, -1.2812, -3.8272], [-1.0445, -0.7465, -4.3841]]}